Formula: C2H2BrO2S2
Source: the Open Molecules 2025 dataset
Level of theory: ωB97M-V with the def2-TZVPD basis set

Atoms and positions in Å:
C  1.22514  -1.02248  1.07166
C  1.52270  -0.42258  -0.21014
O  -0.01064  -1.49285  1.09902
O  2.02912  -1.03805  1.97677
S  -1.14148  1.21670  0.80678
S  0.79665  -0.76815  -1.58534
Br  3.38253  0.20964  -0.28486
H  -1.07736  2.19237  -0.04739
H  -0.63083  -0.92887  0.59034

Atoms 1-3, force components in eV/Å:
C -0.8 0.7 2.0
C 2.1 0.2 -2.6
O 0.3 -1.3 1.4

Calculated values
HOMO-LUMO gap (alpha / beta)	0.2031 / 0.2031	Eh
largest force on an atom	3.30	eV/A
LUMO (alpha / beta)	1.86 / 1.86	eV
HOMO energy (alpha / beta)	-3.665 / -3.665	eV
total charge	-1
energy relative to the best compared isomer or geometry (same formula, charge and spin)	159.8	kJ/mol

Formula: C15H23F3O12
Source: the Open Molecules 2025 dataset
Level of theory: ωB97M-V with the def2-TZVPD basis set

Atoms and positions in Å:
O  47.72700  49.11000  31.20400
C  48.00800  47.95900  31.15700
O  47.13700  46.98200  31.49800
C  47.75500  45.66500  31.34500
C  49.23300  46.08800  31.31900
F  49.95800  45.32100  30.46600
O  49.25200  47.50300  30.99500
H  47.60600  44.96900  32.13700
H  47.45900  45.15700  30.46800
H  49.76700  45.94700  32.35800
O  43.81800  42.28300  33.58000
C  43.73700  43.50100  33.36500
O  44.81200  44.32300  33.24900
C  44.49100  45.66400  33.12600
C  42.88700  45.58400  32.92700
F  42.59000  45.89400  31.59700
O  42.65900  44.14200  33.23800
H  44.61400  46.27400  34.09700
H  45.12200  46.16600  32.28300
H  42.29700  46.31500  33.40300
O  45.18600  43.06000  38.56100
C  45.90900  43.07500  37.56500
O  46.27300  44.19400  36.84500
C  47.17500  43.73000  35.89600
C  47.01600  42.24200  35.72800
F  48.22400  41.60700  35.80000
O  46.35800  42.01800  36.95100
H  46.89100  44.09000  34.84500
H  48.23800  43.97800  36.19900
H  46.38900  42.04100  34.80900
C  41.01700  45.41600  36.13000
O  41.91700  46.26700  36.73200
C  43.12200  45.75300  36.97700
C  44.23900  46.76400  37.30500
O  44.31300  47.61100  36.34600
C  45.30500  48.80200  36.44900
C  44.94700  49.56700  35.09900
O  45.13600  48.73200  33.94700
C  44.51700  49.43400  32.75000
H  41.39300  44.86800  35.37400
H  40.33600  45.98100  35.48900
H  40.70900  44.80400  36.84600
H  43.46700  45.12000  36.00000
H  43.30000  44.85500  37.42700
H  45.15200  46.16700  37.36000
H  44.03500  47.26400  38.08200
H  46.41800  48.17400  36.68200
H  45.21000  49.50200  37.30900
H  45.54400  50.39300  34.97700
H  43.93200  49.86400  35.19800
H  44.68900  49.04300  31.91300
H  44.69300  50.45300  32.73800
H  43.46700  49.39900  32.87200

Atoms 1-3, force components in eV/Å:
O -0.2 0.1 -0.6
C -0.5 0.9 1.4
O -0.3 -1.6 -0.3

Calculated values
HOMO-LUMO gap	0.3556	Eh
largest force on an atom	8.79	eV/A
LUMO	0.17	eV
SMILES	O=C1OC[C@@H](F)O1.O=C1OC[C@@H](F)O1.O=C1OC[C@@H](F)O1.COCCOCCOC
HOMO energy	-9.509	eV
total charge	0

Formula: C5H11NO
Source: the Open Molecules 2025 dataset
Level of theory: ωB97M-V with the def2-TZVPD basis set

Atoms and positions in Å:
C  -0.78830  2.44261  0.99874
N  -0.86150  1.03481  0.65305
C  0.09300  0.46244  -0.17625
O  0.94397  1.39115  -0.71549
C  0.19709  -0.85980  -0.41885
C  1.53286  -1.48079  -0.74471
C  -0.94782  -1.79735  -0.14048
H  0.04557  2.68421  1.67342
H  -1.72547  2.73491  1.47830
H  -0.66052  3.02916  0.09154
H  -1.03840  0.44790  1.45502
H  1.18720  1.04209  -1.58120
H  1.87236  -2.05232  0.13291
H  2.31144  -0.73575  -0.93995
H  1.51016  -2.18659  -1.58313
H  -0.94210  -2.60463  -0.88646
H  -0.91265  -2.27691  0.85015
H  -1.91011  -1.28024  -0.23219

Atoms 1-3, force components in eV/Å:
C 0.0 0.2 -0.1
N -0.1 -0.2 0.0
C -0.1 -0.3 0.1

Calculated values
HOMO-LUMO gap	0.2968	Eh
largest force on an atom	0.32	eV/A
LUMO	0.82	eV
SMILES	CNC(O)=C(C)C
HOMO energy	-7.257	eV
total charge	0
energy relative to the best compared isomer or geometry (same formula, charge and spin)	146.1	kJ/mol

Formula: C10H21AlBNO7PS
Source: the Open Molecules 2025 dataset
Level of theory: ωB97M-V with the def2-TZVPD basis set

Atoms and positions in Å:
C  -3.32393  1.40441  0.99382
C  -2.20805  0.33945  1.15013
C  -0.82905  0.80764  0.56030
P  -0.28571  2.24170  1.64956
O  0.72480  3.01200  0.88642
O  -1.03868  1.26979  -0.76902
S  -1.42661  0.12672  -1.88344
O  -2.80105  -0.11340  -1.89629
O  -0.92344  0.58024  -3.12205
C  -0.54806  -1.38623  -1.52028
C  -0.13367  -1.58585  -0.04499
C  0.93566  -2.69657  0.03734
C  1.04490  -3.23371  1.41221
O  1.87009  -2.86188  2.21871
O  0.16960  -4.20427  1.83404
C  0.27217  -0.21357  0.55534
B  1.54585  0.52015  -0.10653
O  2.77657  0.41340  0.33664
N  1.34731  1.40252  -1.30181
C  1.58690  0.73385  -2.54836
C  2.11513  2.64204  -1.23674
H  -3.97959  1.06414  0.20440
H  -3.89726  1.46803  1.90557
H  -2.94488  2.36419  0.67319
H  -2.04882  0.13977  2.20702
H  -2.56160  -0.55920  0.65312
H  0.17304  1.64565  2.84133
H  -1.38613  3.03570  1.99959
H  -1.25801  -2.17335  -1.75014
H  0.28030  -1.53018  -2.19821
H  -1.01662  -1.95910  0.46137
H  1.90588  -2.40919  -0.35086
H  0.58139  -3.53823  -0.55486
H  -0.51460  -3.84371  2.49937
H  0.53979  -0.40922  1.59479
H  2.81911  0.04953  1.23896
H  2.29057  1.30968  -3.13697
H  0.61628  0.78505  -3.12658
H  1.91414  -0.29295  -2.40551
H  1.99873  3.15617  -0.29663
H  3.17920  2.41330  -1.39509
H  1.78284  3.32295  -2.02816
Al  0.65551  -3.23748  3.75930

Atoms 1-3, force components in eV/Å:
C 0.3 -0.8 -0.4
C 0.0 0.9 0.0
C -1.8 -0.5 1.5

Calculated values
HOMO-LUMO gap	0.1531	Eh
largest force on an atom	4.93	eV/A
LUMO	-15.28	eV
HOMO energy	-19.452	eV
total charge	+3